This record from the Open Molecules 2025 dataset describes the molecule C20H39NO3. The level of theory is ωB97M-V/def2-TZVPD.

```
63
Properties=species:S:1:pos:R:3:forces:R:3
H 2.575 0.214 -0.054 0.044 -0.080 0.082
H -2.134 1.301 -3.537 0.061 0.014 -0.102
H -2.087 -0.520 0.984 -0.168 0.190 0.026
H 0.979 0.810 -1.867 -0.159 -0.022 0.021
H -0.382 -2.327 2.764 0.128 -0.117 -0.050
H 2.431 3.622 2.023 0.109 0.004 -0.039
C 1.936 2.649 1.956 -0.340 0.064 0.029
O -0.074 -3.151 0.390 0.154 -0.268 0.088
H -0.097 0.807 2.415 0.078 -0.056 -0.046
H -0.744 -0.477 -2.443 -0.052 0.145 0.002
C 1.333 0.208 -4.536 0.254 0.078 0.054
H 0.398 0.750 -4.403 -0.154 0.048 -0.013
C -1.348 -1.261 1.253 0.249 -0.209 -0.160
C -0.449 0.941 4.526 0.181 -0.316 -0.084
H -0.102 -1.152 4.905 0.032 -0.066 0.083
H 1.692 0.400 -5.545 -0.069 0.000 -0.136
N -1.526 -0.640 -1.826 0.287 -0.267 0.007
C -1.539 -1.923 -1.164 0.259 -0.382 -0.068
H 0.775 -3.138 -1.636 -0.065 -0.071 -0.070
C 3.244 2.103 -0.834 -0.115 -0.044 0.005
H -2.481 -1.828 4.114 -0.064 0.064 -0.014
C -0.954 -0.479 4.783 -0.227 0.258 -0.007
H -1.597 -2.866 -3.106 -0.036 -0.031 0.113
H -0.749 -3.667 0.847 -0.006 -0.014 0.046
H 1.135 -0.858 -4.439 -0.066 -0.122 -0.018
C 2.937 0.613 -1.004 -0.120 0.167 -0.053
H 2.377 4.013 -0.416 -0.057 0.055 -0.053
H 3.950 2.213 -0.009 0.093 0.041 -0.029
H -2.572 -2.127 -0.861 0.110 0.000 -0.039
C 1.912 0.290 -2.090 0.448 0.039 -0.015
H -1.317 -3.995 -1.764 -0.006 0.113 -0.066
C 1.030 2.476 3.176 0.225 -0.267 -0.129
C -1.071 -3.001 -2.158 -0.565 -0.055 0.356
H 2.515 1.730 -3.586 0.109 0.043 -0.007
C -2.482 0.302 -1.666 0.257 0.329 -0.352
H 2.711 1.880 1.979 0.140 -0.008 0.013
H 1.390 3.003 -1.459 -0.025 0.073 -0.079
H -3.079 2.231 -2.359 -0.014 -0.007 0.013
C 2.024 2.990 -0.570 0.015 -0.170 0.047
H 0.316 3.255 0.691 -0.092 -0.048 0.020
O -3.434 0.153 -0.929 -0.375 0.010 0.262
C -0.617 -1.879 0.093 -0.280 0.292 -0.256
H -1.331 2.046 -2.146 0.123 0.049 -0.008
H 0.255 -1.258 -0.159 -0.124 -0.053 -0.061
O 0.299 -2.904 -2.446 0.523 0.141 -0.062
C 1.174 2.579 0.634 0.290 0.161 -0.036
H 1.714 -0.785 -2.068 -0.147 0.014 0.004
H -1.306 1.606 4.397 -0.044 0.076 0.052
H 3.317 0.163 -3.710 0.094 0.047 0.011
C -1.877 -1.022 3.684 0.117 -0.085 0.173
H 0.203 3.189 3.113 -0.037 0.084 0.048
H 1.291 0.353 3.404 0.055 -0.110 -0.076
H 3.743 2.471 -1.733 0.096 0.032 0.025
C 2.363 0.652 -3.503 -0.286 -0.088 0.106
C -2.240 1.553 -2.484 -0.251 0.000 0.130
C -1.136 -1.589 2.517 -0.165 -0.023 -0.023
H 0.785 1.572 0.485 -0.128 -0.089 -0.026
H 3.872 0.097 -1.235 0.006 -0.086 0.059
H 1.601 2.716 4.076 -0.056 0.050 0.066
C 0.466 1.063 3.311 -0.163 0.449 0.191
H 0.095 1.277 5.414 -0.024 0.092 0.018
H -2.559 -0.240 3.347 -0.110 0.013 0.003
H -1.506 -0.474 5.726 0.053 -0.082 0.024
```
Positions in Å, forces in eV/Å.

**E_LUMO**: 0.0263 Ha
**2S+1**: 1
**SMILES**: CCCCCCCCCCCCC/C=C/[C@@H](O)[C@H](CO)NC(C)=O
**Frontier orbital gap**: 0.361 hartree